P:
DFT (the ωB97M-V functional and the def2-TZVPD basis) results for C17H19N3O4S in the gas phase.

```
! RIJCOSX wB97M-V def2-TZVPD def2/J DEFGRID3
* xyz 0 1
C -6.6998 -2.7122 0.6121
C -5.7798 -1.5099 0.7546
O -4.7292 -1.6606 -0.1801
C -3.7728 -0.6996 -0.2580
C -2.7751 -0.9104 -1.2137
C -1.7608 0.0040 -1.3795
C -1.7124 1.1554 -0.5940
C -2.6989 1.3675 0.3588
C -3.7204 0.4481 0.5256
H -4.4710 0.6447 1.2743
H -2.6691 2.2510 0.9742
N -0.6642 2.0581 -0.8281
C -0.2921 3.1190 -0.0791
O -0.8035 3.4857 0.9574
C 0.8982 3.8593 -0.6765
H 0.6619 4.2213 -1.6773
H 1.1744 4.6944 -0.0369
S 2.3997 2.7944 -0.8798
O 1.9303 1.6324 -1.6659
C 2.4540 2.1768 0.8649
C 3.5510 1.1318 1.0196
O 4.4507 1.2627 1.8173
N 3.3763 0.0772 0.1824
C 4.1924 -1.0450 0.0376
C 5.2424 -1.3614 0.8963
C 5.9691 -2.5138 0.6488
C 5.6250 -3.3058 -0.4356
N 4.6271 -3.0109 -1.2533
C 3.9334 -1.9162 -1.0243
H 3.1288 -1.7097 -1.7199
H 6.1646 -4.2142 -0.6661
H 6.7900 -2.7888 1.2924
H 5.4802 -0.7173 1.7267
H 2.6668 0.1774 -0.5402
H 1.4822 1.7477 1.1059
H 2.6667 3.0234 1.5134
H -0.0264 1.7781 -1.5699
H -0.9950 -0.1689 -2.1222
H -2.8213 -1.8037 -1.8156
H -6.3335 -0.5822 0.5530
H -5.3733 -1.4621 1.7745
H -7.5219 -2.6341 1.3176
H -7.0980 -2.7567 -0.3978
H -6.1470 -3.6271 0.8064
*
```

## Properties
HOMO	-8.141	eV
gap between HOMO and LUMO	8.55	eV

---

Q:
DFT (the ωB97M-V functional and the def2-TZVPD basis) results for C17H19N3O4S in the gas phase.

```
! RIJCOSX wB97M-V def2-TZVPD def2/J DEFGRID3
* xyz 0 1
C -6.4938 -1.6628 -1.6299
O -6.1664 -0.5305 -0.8584
C -4.9142 -0.4193 -0.3508
C -3.8988 -1.3521 -0.5453
C -2.6499 -1.1456 0.0170
C -2.4242 -0.0125 0.7668
S -0.8078 0.2586 1.4590
O -0.8557 1.3623 2.3758
O -0.2493 -0.9784 1.9105
N -0.0058 0.7455 0.0436
C 1.3932 0.7472 -0.0796
C 2.0314 1.8434 -0.6626
C 3.4049 1.8731 -0.8518
C 4.1335 0.7811 -0.4262
C 3.4919 -0.3217 0.1677
C 2.1230 -0.3638 0.3374
N 4.4703 -1.2338 0.4864
C 4.2815 -2.5021 1.1330
C 5.7046 -0.7395 0.1151
O 6.7764 -1.2878 0.2546
N 5.4831 0.4996 -0.4495
C 6.5314 1.3385 -0.9568
C -3.4238 0.9224 0.9693
C -4.6780 0.7366 0.4201
C -5.7859 1.7202 0.6214
H -7.5366 -1.5308 -1.9138
H -5.8788 -1.7255 -2.5328
H -6.3906 -2.5861 -1.0521
H -4.0713 -2.2415 -1.1294
H -1.8521 -1.8582 -0.1128
H -0.4126 1.6222 -0.2526
H 1.4367 2.6884 -0.9778
H 3.8802 2.7270 -1.3074
H 1.6272 -1.1989 0.7983
H 3.6917 -3.1713 0.5032
H 3.7713 -2.3698 2.0887
H 5.2689 -2.9321 1.2974
H 6.5608 2.2878 -0.4176
H 7.4705 0.8066 -0.8084
H 6.3872 1.5343 -2.0217
H -3.2036 1.7878 1.5750
H -6.6345 1.2325 1.0977
H -5.4563 2.5501 1.2388
H -6.1296 2.0988 -0.3398
*
```

## Properties
structure (SMILES)	COc1ccc(S(=O)(=O)Nc2ccc3c(c2)n(C)c(=O)n3C)cc1C
HOMO	-7.631	eV
gap between HOMO and LUMO	8.20	eV

---

Relative energies, kcal/mol: P 10.2; Q 0.0.